Record 1
The molecule F4OP2 at a distorted geometry, computed with ωB97M-V with the def2-TZVPD basis set.

For the HOMO energy, the calculation gives -0.4111 Ha. The HOMO-LUMO gap is 0.41521 hartree. The value obtained for the energy above the lowest of the compared OMol25 structures with the same formula, charge and spin is 6.8 kcal per mole. As for the SMILES: FP(F)OP(F)F.

Element x y z (Å)
F  -1.986  -0.589  0.727
P  -1.500  0.786  -0.086
F  -1.428  -0.026  -1.433
O  0.098  0.759  0.250
P  1.173  -0.702  -0.070
F  1.626  0.040  -1.480
F  2.424  -0.199  0.783

---

Record 2
A structure of composition F5HN3OP2S at a distorted geometry, computed with ωB97M-V with the def2-TZVPD basis set.

For the HOMO energy (alpha / beta), the calculation gives -0.5447 / -0.6109 Ha. As for the spin multiplicity: 3. The HOMO-LUMO gap (alpha / beta) is 0.39836 / 0.30359 hartree. As for the charge: +1.

Element x y z (Å)
N  1.063  1.041  -2.178
N  1.357  -1.724  -2.049
N  -0.207  0.025  0.017
O  -1.184  -2.321  -0.131
F  -1.113  2.082  -1.179
F  0.864  2.311  0.093
F  0.637  -0.383  -4.218
F  2.860  -0.208  -3.438
F  -1.458  -0.624  -1.954
P  0.223  1.337  -0.918
P  1.432  -0.364  -2.865
S  -0.517  -1.337  -0.860
H  -0.217  0.035  1.029

---

Record 3
A structure of composition F5Li3Sr2 at a distorted geometry, computed with ωB97M-V with the def2-TZVPD basis set.

For the HOMO energy, the calculation gives -0.5703 Ha. The HOMO-LUMO gap is 0.20037 hartree. The value obtained for the energy above the lowest of the compared OMol25 structures with the same formula, charge and spin is 21.0 kcal per mole. As for the charge: +2.

Element x y z (Å)
Sr  -2.924  0.462  0.782
Sr  0.861  -1.798  1.521
Li  1.795  0.956  -0.770
Li  0.077  1.622  2.081
Li  -0.748  -0.666  -1.757
F  -1.874  -1.918  0.163
F  -0.169  0.299  0.343
F  0.877  -1.931  -1.130
F  1.862  1.985  1.034
F  0.244  0.988  -2.267